Run i
DFT (the ωB97M-V functional and the def2-TZVPD basis) results for the ion C3H6ClN2 with charge +1.

Calculated values
* total charge: +1
* HOMO energy: -14.49 eV
* Kohn-Sham gap: 9.932 eV
* structure (SMILES): C=C(Cl)C(N)=[NH2+]
* lowest unoccupied orbital energy: -4.56 eV

Each atom is followed by the atoms it is bonded to, with distances in Å.
Atoms and positions in Å:
1 C 1.07 -1.72 0.04  C2 1.329, H7 1.143, H8 1.155
2 C 1.22 -0.40 0.01  C1 1.329, C3 1.612, Cl6 1.729
3 C 0.03 0.68 -0.03  C2 1.612, N4 1.310, N5 1.297
4 N -1.13 0.07 -0.07  C3 1.310, H9 1.009, H10 1.004
5 N 0.39 1.92 0.05  C3 1.297, H11 1.030, H12 1.007
6 Cl 2.82 0.27 -0.02  C2 1.729
7 H 1.91 -2.49 -0.03  C1 1.143
8 H 0.05 -2.25 0.05  C1 1.155
9 H -1.28 -0.91 0.11  N4 1.009
10 H -1.92 0.55 -0.46  N4 1.004
11 H 1.39 1.99 -0.19  N5 1.030
12 H -0.31 2.60 0.30  N5 1.007

Atomic partial charges in e from the Löwdin method, atoms 1 to 6: C 0.02; C -0.62; C -0.33; N 0.22; N 0.22; Cl 0.76



Run ii
DFT (the ωB97M-V functional and the def2-TZVPD basis) results for a cluster of 2 separate species, C3H6ClN2 in total.

Calculated values
* total charge: +1
* HOMO energy (alpha / beta): -14.28 / -14.28 eV
* Kohn-Sham gap (alpha / beta): 8.356 / 8.355 eV
* lowest unoccupied orbital energy (alpha / beta): -5.93 / -5.93 eV

Each atom is followed by the atoms it is bonded to, with distances in Å.
Atoms and positions in Å:
1 C -1.05 2.06 -0.14  N4 1.254, H7 1.071, H8 1.045
2 C -1.10 -0.41 -0.01  N4 1.236, Cl6 1.646
3 C 1.42 -1.07 -0.22  N5 1.389, H9 1.222, H10 1.139, H11 1.039
4 N -1.20 0.81 -0.09  C1 1.254, C2 1.236
5 N 0.59 -0.96 0.89  C3 1.389, H12 1.019
6 Cl -2.14 -1.65 -0.31  C2 1.646
7 H -0.68 2.53 -1.03  C1 1.071
8 H -1.46 2.59 0.66  C1 1.045
9 H 0.79 -1.83 -0.94  C3 1.222
10 H 2.29 -1.71 0.14  C3 1.139
11 H 1.72 -0.12 -0.53  C3 1.039
12 H 0.82 -0.24 1.58  N5 1.019

Atomic partial charges in e from the Löwdin method, atoms 1 to 6: C 0.18; C -0.59; C -0.20; N 0.06; N 0.02; Cl 0.89



Q: Which of them is the most stable? A: run i.